P | Density functional theory data (ωB97M-V with the def2-TZVPD basis set) for one molecule with the formula C3H7N3S.

As for the spin multiplicity: 1. The value obtained for the frontier orbital gap is 8.91 eV. Its SMILES is C/C(=N/N)NC=S. The value obtained for the LUMO energy is 0.3 eV.

Each line ends with the Mulliken charge.
Positions of all 14 atoms, in Å:
C -2.41 -0.99 -0.52  -1.066
C -1.27 -0.13 -0.02  0.535
N -1.32 1.18 -0.19  -0.267
N -0.23 1.91 0.40  -0.410
N -0.23 -0.77 0.76  -0.189
C 1.12 -0.78 0.62  -0.239
S 2.18 -0.16 -0.53  -0.303
H -3.07 -0.36 -1.08  0.352
H -2.99 -1.43 0.34  0.261
H -2.24 -1.83 -1.26  0.281
H -0.37 2.86 0.10  0.257
H 0.73 1.47 0.25  0.164
H -0.51 -1.55 1.41  0.310
H 1.50 -1.40 1.41  0.313


Q | Density functional theory data (ωB97M-V with the def2-TZVPD basis set) for C3H7N3S as an isolated structure.

As for the spin multiplicity: 1. The value obtained for the frontier orbital gap is 8.84 eV. The value obtained for the LUMO energy is -0.1 eV.

Each line ends with the Mulliken charge.
Positions of all 14 atoms, in Å:
C 0.61 0.26 0.16  0.513
C -2.06 0.28 0.04  -0.368
C -1.42 -1.11 -0.63  -0.395
H 3.43 1.39 -0.15  0.158
H 1.69 -0.87 1.98  0.331
H 0.21 2.12 -0.03  0.229
H -1.92 1.10 -0.66  0.298
H -2.91 0.37 0.85  0.210
H -1.72 -2.14 -0.25  0.207
H -0.96 -1.30 -1.76  0.189
N 1.59 -0.84 0.52  -0.476
N 0.91 1.43 -0.22  -0.627
N -0.68 -0.32 0.42  -0.089
S 3.23 -0.36 -0.25  -0.180


Tell me which of them is the most stable. Sure, it is P.


P | Density functional theory data (ωB97M-V with the def2-TZVPD basis set) for one molecule with the formula C3H5F.

As for the spin multiplicity: 1. The value obtained for the frontier orbital gap is 10.97 eV. Its SMILES is C=C(C)F. The value obtained for the LUMO energy is 1.1 eV.

Each line ends with the Mulliken charge.
Positions of all 9 atoms, in Å:
C 0.84 -0.80 0.80  -0.759
C 0.07 -0.11 0.07  0.655
C -0.94 0.86 0.41  -1.049
F 0.20 -0.09 -1.30  -0.274
H 1.57 -1.57 0.65  0.327
H 0.60 -0.55 1.80  0.209
H -1.19 1.54 -0.39  0.325
H -0.75 1.42 1.32  0.315
H -1.85 0.28 0.64  0.251


Q | Density functional theory data (ωB97M-V with the def2-TZVPD basis set) for a 2-piece molecular cluster, C3H5F overall.

As for the spin multiplicity: 1. The value obtained for the frontier orbital gap (alpha / beta) is 9.25 / 8.99 eV. The value obtained for the LUMO energy (alpha / beta) is 0.7 / 0.5 eV.

Each line ends with the Mulliken charge.
Positions of all 9 atoms, in Å:
C 1.69 -0.12 -0.32  -0.346
C 0.71 -0.80 0.16  -0.411
C -1.62 0.56 0.17  -0.357
F -2.48 -0.41 -0.18  -0.223
H 2.72 -0.47 -0.30  0.242
H 1.56 0.85 -0.79  0.206
H 0.52 -1.71 0.67  0.302
H -1.42 1.26 -0.62  0.290
H -1.69 0.85 1.20  0.298


Tell me which of them is the most stable. Sure, it is P.